12
Properties=species:S:1:pos:R:3:forces:R:3:nbo_charge:R:1 method="wB97M-V/def2-TZVPD" mol_weight_g_mol=119.1 energy_ha=-716.86317 homo_lumo_gap_ev=8.43 smiles="N/N=C(/N)C(=O)S" max_force_ev_per_a=2.3 e_homo_ev=-8.16 relative_energy_kcal_mol=48.7
N -0.39827 2.04209 0.27090 0.441 1.364 0.618 -0.66
N -1.30499 1.08690 -0.06766 -1.273 -1.484 -0.622 -0.32
C -0.98866 -0.15744 -0.10099 0.659 2.149 0.438 0.26
N -1.98389 -1.03454 -0.30009 -0.966 -1.059 -0.534 -0.80
C 0.39181 -0.74318 0.11939 -0.390 0.080 -0.390 0.35
O 0.47174 -1.88760 0.45998 0.182 -0.742 0.436 -0.53
S 1.87826 0.16306 -0.20422 -0.119 0.238 -0.526 0.00
H -0.94302 2.91266 0.31425 0.591 -0.489 0.203 0.37
H -0.04743 1.81935 1.20731 0.190 0.562 -0.305 0.35
H -1.84009 -2.00454 -0.08441 0.018 0.030 -0.024 0.41
H -2.92457 -0.65178 -0.32555 0.504 -0.286 0.111 0.41
H 1.32018 1.15878 -0.95638 0.163 -0.363 0.594 0.17

12
Properties=species:S:1:pos:R:3:forces:R:3:nbo_charge:R:1 method="wB97M-V/def2-TZVPD" mol_weight_g_mol=119.1 energy_ha=-716.70737 homo_lumo_gap_ev=8.89 smiles="N/N=C/ONC=S" max_force_ev_per_a=5.2 e_homo_ev=-8.61 relative_energy_kcal_mol=146.4
N 1.41537 1.84191 1.25911 -0.939 2.837 0.382 -0.69
N 0.99715 0.74548 0.40174 -2.010 -0.680 3.959 -0.34
C 0.42696 -0.25579 1.05023 -0.158 0.232 -1.845 0.33
O -0.17199 -1.27334 0.22652 1.323 1.297 2.976 -0.37
N -0.26493 -0.87953 -1.11214 0.629 5.133 0.611 -0.32
C -1.30483 -1.50932 -1.69505 0.470 -1.219 1.711 -0.14
S -1.91246 -1.12823 -3.10981 -0.772 0.177 -1.144 -0.04
H 0.77474 2.21463 2.21465 1.864 -1.862 -4.001 0.36
H 1.55275 2.71679 0.58700 -0.594 -2.611 2.083 0.38
H 0.23167 -0.44483 2.20095 0.555 0.455 -2.651 0.21
H -0.21380 0.34518 -1.01550 0.019 -4.210 -0.960 0.42
H -1.53062 -2.37295 -1.00770 -0.386 0.449 -1.120 0.20

13
Properties=species:S:1:pos:R:3:forces:R:3:nbo_charge:R:1 method="wB97M-V/def2-TZVPD" mol_weight_g_mol=151.2 energy_ha=-1114.88466 homo_lumo_gap_ev=8.09 max_force_ev_per_a=7.2 e_homo_ev=-8.81 relative_energy_kcal_mol=131.7
C 0.15421 -0.53236 0.77682 1.336 0.463 -0.957 0.08
C -0.58817 0.34807 -0.22540 -1.780 -0.511 2.775 0.28
H 1.68734 0.06274 -0.70373 -1.068 -0.951 3.516 0.44
H 2.12459 -1.00071 0.84066 -0.855 1.340 -1.152 0.42
H -0.40704 0.96185 -2.19033 -0.334 1.430 0.686 0.40
H 1.16639 -1.27398 -1.69875 -4.771 0.972 -2.505 0.41
H -1.78447 0.76763 2.61179 0.400 -0.319 -0.548 0.10
N 1.43995 -0.38482 0.31054 2.320 -1.884 -0.028 -0.82
N 0.03143 0.39299 -1.48674 -1.369 1.303 -1.373 -0.39
N -1.47107 1.16678 0.19774 1.246 -0.592 -2.298 -0.58
O -0.02722 -0.77752 -2.24662 5.617 -3.388 2.956 -0.51
S -0.24860 -1.36058 2.21358 0.379 1.230 -2.266 -0.13
S -2.07734 1.62993 1.60045 -1.121 0.907 1.194 0.31

11
Properties=species:S:1:pos:R:3:forces:R:3:nbo_charge:R:1 method="wB97M-V/def2-TZVPD" mol_weight_g_mol=102.1 energy_ha=-584.51507 charge=+1 homo_lumo_gap_ev=8.48 smiles="[H]/N=C/NC[N+]#P" max_force_ev_per_a=3.0 e_homo_ev=-14.54 relative_energy_kcal_mol=24.7
H -0.01188 2.49731 0.45888 0.388 0.467 0.075 0.38
N 0.03677 1.49562 0.53351 -0.971 0.108 -1.034 -0.75
C 0.68384 0.92308 -0.41676 0.917 -0.428 0.316 0.28
N 0.68199 -0.44095 -0.39473 0.399 1.226 0.366 -0.55
C -0.12862 -1.21518 0.44620 0.832 1.662 1.985 -0.10
N -1.48584 -0.92609 0.04556 -0.893 0.296 0.560 -0.83
P -2.41233 0.19929 -0.16532 0.386 0.136 0.244 1.41
H 1.38222 1.31356 -1.24158 -1.330 -0.039 1.270 0.22
H 1.07174 -0.82697 -1.17540 1.196 -1.625 -2.251 0.41
H 0.11513 -0.76147 1.49473 -1.228 -1.056 -1.410 0.28
H 0.06699 -2.25820 0.41492 0.304 -0.749 -0.122 0.25

11
Properties=species:S:1:pos:R:3:forces:R:3:nbo_charge:R:1 method="wB97M-V/def2-TZVPD" mol_weight_g_mol=103.2 energy_ha=-641.47516 homo_lumo_gap_ev=9.01 max_force_ev_per_a=6.7 e_homo_ev=-8.69 relative_energy_kcal_mol=131.1
C 2.69433 -0.21704 0.16351 -0.167 2.775 0.077 -0.12
N 1.75318 0.57523 -0.35326 -0.001 -5.629 1.809 -0.48
S 0.22934 -0.49613 -0.19852 0.730 3.567 0.335 0.21
C -0.87927 1.01510 0.03224 0.797 -1.881 -0.758 -0.09
N -2.14719 0.71959 0.03306 2.775 -0.267 -0.070 -0.26
N -2.37384 -0.69544 -0.01437 -5.947 2.502 1.757 -0.71
H 3.62684 0.36481 -0.14068 -0.224 -1.676 1.173 0.20
H 2.65538 -1.17927 1.00103 -0.104 2.724 -2.981 0.22
H -0.15060 1.95552 0.04267 -2.629 -1.676 0.045 0.26
H -1.83258 -1.33454 -0.58053 -0.300 0.367 -0.744 0.38
H -3.57559 -0.70782 0.01484 5.070 -0.806 -0.644 0.40

11
Properties=species:S:1:pos:R:3:forces:R:3:nbo_charge:R:1 method="wB97M-V/def2-TZVPD" mol_weight_g_mol=103.2 energy_ha=-641.56248 homo_lumo_gap_ev=8.77 max_force_ev_per_a=6.5 e_homo_ev=-9.10 relative_energy_kcal_mol=76.3
C -0.85478 -0.34403 0.10339 -4.470 4.563 -1.325 0.35
C 0.53617 -0.58789 0.07105 1.130 -2.588 1.137 0.04
H -2.15852 1.13275 -0.49898 3.421 0.541 2.127 0.37
H -0.43870 1.59549 -0.14203 0.867 1.403 -0.834 0.38
H -2.77814 -0.84828 -0.36587 2.877 -0.471 1.510 0.35
H 0.64723 -1.70857 0.40474 0.900 1.944 -0.729 0.20
H 3.70743 0.89711 0.57349 -1.926 -2.434 -1.531 0.14
N -1.21911 1.07798 0.14546 -3.430 -2.924 -1.506 -0.83
N -1.77523 -1.20151 -0.04294 -1.326 -1.123 -1.089 -0.64
N 1.40939 0.31215 -0.21379 -1.716 -0.912 1.123 -0.56
S 2.92428 -0.32521 -0.03453 3.672 2.001 1.117 0.19